Run A
Below is the molecule C5H10O, with properties calculated with ωB97M-V with the def2-TZVPD basis set.

Values from the calculation:
Net charge: 0
HOMO energy in Eh: -0.29185
HOMO-LUMO gap in eV: 8.9

Last column: Mulliken charge in e.
Geometry (Å):
C (2.12, -0.23, 0.04)  -1.16
C (1.10, 0.61, -0.73)  0.06
C (0.10, -0.20, -1.55)  -0.55
C (-1.52, -0.72, 0.94)  -0.82
C (-1.71, 0.43, -0.03)  -0.32
O (-1.17, 0.02, -1.30)  -0.10
H (2.24, -1.22, -0.41)  0.32
H (1.84, -0.37, 1.09)  0.30
H (3.09, 0.26, 0.04)  0.36
H (1.62, 1.10, -1.56)  0.33
H (0.71, 1.41, -0.09)  0.18
H (-0.46, -0.91, 1.14)  0.15
H (-2.03, -0.50, 1.88)  0.35
H (-1.93, -1.63, 0.49)  0.29
H (-1.25, 1.35, 0.29)  0.30
H (-2.77, 0.61, -0.22)  0.31


Run B
Below is a 2-piece molecular cluster, C5H10O overall, with properties calculated with ωB97M-V with the def2-TZVPD basis set.

Values from the calculation:
Net charge: 0
HOMO energy in Eh: -0.36343
HOMO-LUMO gap in eV: 10.9

Last column: Mulliken charge in e.
Geometry (Å):
C (-1.54, -1.00, 0.35)  -1.61
C (-0.30, -0.18, 0.06)  1.44
C (-0.61, 0.77, -1.06)  -0.40
O (-0.01, 0.94, -2.09)  -0.51
C (1.05, -0.80, 0.21)  -0.68
C (0.59, 0.23, 1.20)  -0.68
H (-1.35, -1.71, 1.16)  0.37
H (-2.38, -0.36, 0.65)  0.38
H (-1.84, -1.56, -0.54)  0.37
H (2.08, 2.00, -0.92)  0.15
H (-1.56, 1.31, -0.93)  0.34
H (1.63, 1.73, -1.45)  -0.19
H (1.82, -0.52, -0.51)  0.26
H (1.09, -1.84, 0.52)  0.24
H (0.30, -0.10, 2.20)  0.27
H (1.05, 1.21, 1.17)  0.23


Stability, highest: run B


Run A
Below is the molecule C5H10O, with properties calculated with ωB97M-V with the def2-TZVPD basis set.

Values from the calculation:
Net charge: 0
HOMO energy in Eh: -0.35835
HOMO-LUMO gap in eV: 10.9

Last column: Mulliken charge in e.
Geometry (Å):
C (1.83, -0.11, -0.01)  -1.64
C (0.47, 0.57, 0.17)  0.58
C (-0.44, 0.31, -1.06)  -0.76
C (-1.64, -0.43, -0.47)  -0.45
O (-1.15, -1.06, 0.70)  -0.39
C (-0.34, -0.08, 1.31)  -0.68
H (2.32, 0.26, -0.92)  0.39
H (2.50, 0.06, 0.84)  0.38
H (1.68, -1.19, -0.13)  0.38
H (0.60, 1.64, 0.36)  0.36
H (-0.73, 1.22, -1.58)  0.33
H (0.10, -0.33, -1.77)  0.28
H (-2.06, -1.20, -1.12)  0.31
H (-2.45, 0.27, -0.20)  0.27
H (-0.97, 0.65, 1.83)  0.30
H (0.28, -0.58, 2.06)  0.35


Run B
Below is the molecule C5H10O, with properties calculated with ωB97M-V with the def2-TZVPD basis set.

Values from the calculation:
Net charge: 0
HOMO energy in Eh: -0.31538
HOMO-LUMO gap in eV: 9.4

Last column: Mulliken charge in e.
Geometry (Å):
C (-2.19, -0.85, -1.02)  -1.04
C (-0.70, -0.85, -0.73)  -0.66
C (0.00, 0.15, -0.14)  0.63
O (-0.55, 1.39, -0.36)  -0.56
C (1.43, 0.12, 0.31)  -0.32
C (1.67, 0.83, 1.63)  -1.16
H (-2.42, -1.54, -1.84)  0.32
H (-2.75, -1.19, -0.14)  0.23
H (-2.62, 0.13, -1.30)  0.33
H (-0.71, 0.83, -1.23)  0.39
H (-0.15, -1.75, -0.96)  0.35
H (2.01, 0.62, -0.47)  0.22
H (1.74, -0.93, 0.34)  0.30
H (1.18, 0.32, 2.47)  0.33
H (2.75, 0.86, 1.84)  0.34
H (1.30, 1.86, 1.59)  0.30


Run C
Below is the molecule C5H10O, with properties calculated with ωB97M-V with the def2-TZVPD basis set.

Values from the calculation:
Net charge: 0
HOMO energy in Eh: -0.33475
HOMO-LUMO gap in eV: 10.3

Last column: Mulliken charge in e.
Geometry (Å):
C (2.38, 0.26, -0.50)  -1.11
C (1.41, -0.25, 0.56)  -0.24
O (0.22, 0.52, 0.62)  -0.38
C (-0.92, -0.23, 0.35)  0.19
C (-2.31, 0.28, 0.56)  -0.55
C (-1.77, 0.01, -0.84)  -0.65
H (3.30, -0.33, -0.46)  0.35
H (2.63, 1.31, -0.32)  0.28
H (1.95, 0.16, -1.50)  0.28
H (1.16, -1.30, 0.35)  0.31
H (1.87, -0.22, 1.55)  0.28
H (-0.82, -1.28, 0.63)  0.32
H (-2.99, -0.38, 1.10)  0.22
H (-2.47, 1.33, 0.77)  0.22
H (-2.04, -0.82, -1.49)  0.24
H (-1.58, 0.94, -1.38)  0.23


Stability, highest: run A


Run A
Below is C5H10O as an isolated structure, with properties calculated with ωB97M-V with the def2-TZVPD basis set.

Values from the calculation:
Net charge: 0
HOMO energy in Eh: -0.28711
HOMO-LUMO gap in eV: 9.0

Last column: Mulliken charge in e.
Geometry (Å):
C (1.43, -0.45, -0.49)  -1.28
C (0.24, -0.52, 0.42)  0.64
C (0.36, 0.17, 1.76)  -1.45
C (-0.83, 1.04, -0.43)  -0.52
C (-1.38, 0.27, -1.55)  -0.11
O (-1.38, -0.52, -0.37)  -0.34
H (1.18, -0.80, -1.50)  0.34
H (2.20, -1.12, -0.10)  0.42
H (1.81, 0.57, -0.56)  0.29
H (0.01, -1.58, 0.63)  0.30
H (1.01, -0.44, 2.41)  0.40
H (-0.62, 0.24, 2.25)  0.41
H (0.78, 1.18, 1.65)  0.31
H (-1.64, 1.59, 0.09)  0.19
H (-2.42, 0.45, -1.85)  0.22
H (-0.75, -0.09, -2.36)  0.17


Run B
Below is a 2-piece molecular cluster, C5H10O overall, with properties calculated with ωB97M-V with the def2-TZVPD basis set.

Values from the calculation:
Net charge: 0
HOMO energy in Eh: -0.35523
HOMO-LUMO gap in eV: 10.6

Last column: Mulliken charge in e.
Geometry (Å):
C (-0.95, -2.15, 0.61)  -0.83
C (1.33, 0.03, -1.49)  -0.75
C (1.22, 0.76, -0.38)  -0.16
C (0.19, 1.83, -0.19)  -0.37
C (-0.76, 1.28, 0.85)  0.01
O (-1.93, 1.06, 0.65)  -0.48
H (-0.80, -2.36, 1.67)  0.26
H (-0.01, -1.80, 0.19)  0.10
H (-1.21, -3.08, 0.09)  0.31
H (2.07, -0.76, -1.56)  0.30
H (0.70, 0.22, -2.35)  0.23
H (1.86, 0.53, 0.47)  0.31
H (0.66, 2.75, 0.19)  0.29
H (-0.36, 2.05, -1.11)  0.28
H (-0.28, 1.01, 1.82)  0.33
H (-1.71, -1.37, 0.54)  0.18


Stability, highest: run B


Run A
Below is C5H10O as an isolated structure, with properties calculated with ωB97M-V with the def2-TZVPD basis set.

Values from the calculation:
Net charge: 0
HOMO energy in Eh: -0.26940
HOMO-LUMO gap in eV: 8.3

Last column: Mulliken charge in e.
Geometry (Å):
C (-0.86, 0.35, 1.56)  -1.33
C (-0.65, 0.14, 0.08)  0.30
C (-0.21, 1.26, -0.75)  -0.52
C (0.85, 0.26, -1.15)  -0.14
C (0.92, -1.02, 0.20)  -1.12
O (0.38, -0.38, -2.27)  -0.42
H (-1.79, 0.91, 1.70)  0.37
H (-0.95, -0.60, 2.11)  0.37
H (-0.04, 0.93, 2.00)  0.34
H (-1.37, -0.52, -0.41)  0.26
H (-0.87, 1.53, -1.57)  0.28
H (0.17, 2.13, -0.21)  0.25
H (1.55, -1.66, -0.43)  0.35
H (0.24, -1.74, 0.69)  0.37
H (1.56, -0.57, 0.95)  0.29
H (1.06, -1.03, -2.52)  0.34


Run B
Below is a 2-piece molecular cluster, C5H10O overall, with properties calculated with ωB97M-V with the def2-TZVPD basis set.

Values from the calculation:
Net charge: 0
HOMO energy in Eh: -0.34828
HOMO-LUMO gap in eV: 10.5

Last column: Mulliken charge in e.
Geometry (Å):
C (-0.77, -0.55, -0.56)  -0.47
C (-0.48, 0.05, 0.78)  0.32
O (-1.27, 0.71, 1.43)  -0.58
C (0.10, 0.62, -1.18)  -0.70
C (1.49, 0.37, -0.54)  -0.60
C (1.04, 0.16, 0.93)  -0.56
H (-0.35, -1.57, -0.75)  0.26
H (-1.84, -0.62, -0.81)  0.47
H (-2.27, -1.50, 1.08)  0.09
H (-2.29, -0.83, 1.40)  -0.10
H (0.00, 0.54, -2.25)  0.41
H (-0.18, 1.66, -0.90)  0.27
H (2.24, 1.17, -0.63)  0.31
H (1.92, -0.52, -0.99)  0.27
H (1.21, 1.03, 1.56)  0.29
H (1.45, -0.73, 1.42)  0.32


Run C
Below is the molecule C5H10O, with properties calculated with ωB97M-V with the def2-TZVPD basis set.

Values from the calculation:
Net charge: 0
HOMO energy in Eh: -0.31512
HOMO-LUMO gap in eV: 9.4

Last column: Mulliken charge in e.
Geometry (Å):
C (-0.20, -1.43, 1.00)  -1.47
C (0.21, -0.09, 0.41)  0.82
C (1.66, -0.08, -0.06)  -1.38
C (-0.75, 0.26, -0.72)  -0.78
C (-1.20, 2.60, -1.03)  -0.24
O (-0.41, 1.59, -1.20)  -0.08
H (-1.23, -1.42, 1.36)  0.39
H (0.45, -1.69, 1.84)  0.38
H (-0.11, -2.23, 0.25)  0.35
H (0.08, 0.69, 1.18)  0.14
H (2.34, -0.29, 0.77)  0.38
H (1.93, 0.90, -0.49)  0.36
H (1.82, -0.84, -0.83)  0.33
H (-0.67, -0.43, -1.56)  0.29
H (-2.13, 2.16, -0.55)  0.11
H (-1.78, 0.30, -0.37)  0.42


Stability, highest: run B


Run A
Below is the molecule C5H10O, with properties calculated with ωB97M-V with the def2-TZVPD basis set.

Values from the calculation:
Net charge: 0
HOMO energy in Eh: -0.30577
HOMO-LUMO gap in eV: 9.3

Last column: Mulliken charge in e.
Geometry (Å):
C (-1.92, -0.14, 0.87)  -1.04
C (-1.46, 0.13, -0.62)  -0.41
C (0.97, -0.03, -0.09)  0.74
C (1.07, 1.43, 0.12)  -1.07
C (1.88, -1.07, 0.31)  -0.86
H (-1.64, -1.18, 1.06)  0.29
H (-2.89, -0.30, 0.91)  0.50
H (-1.55, 0.55, 1.64)  0.24
H (-2.05, -0.30, -1.39)  0.35
H (-1.32, 1.16, -0.80)  0.30
H (0.94, 2.00, -0.78)  0.34
H (0.25, 1.73, 0.75)  0.23
H (2.05, 1.91, 0.49)  0.32
H (1.37, -2.02, 0.23)  0.25
H (2.92, -0.89, 0.72)  0.27
O (-0.17, -0.58, -0.79)  -0.44


Run B
Below is a 2-piece molecular cluster, C5H10O overall, with properties calculated with ωB97M-V with the def2-TZVPD basis set.

Values from the calculation:
Net charge: 0
HOMO energy in Eh: -0.33147
HOMO-LUMO gap in eV: 9.5

Last column: Mulliken charge in e.
Geometry (Å):
C (2.12, -0.19, -0.21)  -1.08
C (0.79, -0.46, 0.46)  -0.47
C (-0.99, 0.06, -0.59)  -0.09
C (-1.87, -0.55, 0.48)  -1.07
C (-0.53, 1.45, -0.55)  -0.08
O (0.24, 1.85, 0.30)  -0.51
H (2.30, 0.88, -0.34)  0.32
H (2.97, -0.57, 0.39)  0.34
H (2.16, -0.69, -1.18)  0.28
H (0.44, -1.47, 0.44)  0.38
H (0.81, -0.06, 1.49)  0.33
H (-1.45, -0.16, -1.60)  0.30
H (-1.60, -0.12, 1.44)  0.30
H (-2.95, -0.44, 0.33)  0.35
H (-1.66, -1.63, 0.52)  0.29
H (-0.81, 2.14, -1.36)  0.39


Stability, highest: run A


Run A
Below is a 2-piece molecular cluster, C5H10O overall, with properties calculated with ωB97M-V with the def2-TZVPD basis set.

Values from the calculation:
Net charge: 0
HOMO energy in Eh: -0.33731
HOMO-LUMO gap in eV: 10.4

Last column: Mulliken charge in e.
Geometry (Å):
C (1.16, 0.05, 0.47)  -0.52
C (-0.07, -0.74, 0.09)  -0.14
C (-0.16, 0.39, 1.09)  -0.15
O (-0.99, 1.17, 0.23)  -0.44
C (-0.96, 0.13, -0.79)  0.19
C (-0.41, 0.76, -2.06)  -1.17
H (1.79, -0.56, 1.09)  0.16
H (0.96, -1.43, 2.94)  0.05
H (1.70, 0.71, -0.21)  0.18
H (-0.15, -1.82, 0.22)  0.33
H (-0.35, 0.49, 2.16)  0.35
H (0.25, -1.62, 2.87)  -0.03
H (-1.94, -0.36, -0.97)  0.31
H (-1.15, 1.47, -2.44)  0.32
H (-0.17, 0.03, -2.85)  0.31
H (0.48, 1.34, -1.81)  0.25


Run B
Below is a 2-piece molecular cluster, C5H10O overall, with properties calculated with ωB97M-V with the def2-TZVPD basis set.

Values from the calculation:
Net charge: 0
HOMO energy (alpha / beta) in Eh: -0.29819 / -0.27211
HOMO-LUMO gap (alpha / beta) in eV: 8.4 / 7.6

Last column: Mulliken charge in e.
Geometry (Å):
C (-0.41, 1.18, -1.20)  -1.39
C (-0.11, -0.08, -0.44)  0.59
C (-1.30, -0.90, -0.06)  -1.22
C (1.20, -0.44, -0.21)  0.10
C (1.42, -0.94, 1.23)  -0.49
O (1.38, -1.83, 0.19)  -0.32
H (0.47, 1.83, -1.29)  0.35
H (-1.21, 1.75, -0.72)  0.34
H (-0.75, 0.93, -2.21)  0.38
H (0.47, 1.57, 1.59)  -0.08
H (-2.00, -0.32, 0.56)  0.31
H (-1.03, -1.82, 0.46)  0.34
H (-1.86, -1.18, -0.97)  0.34
H (2.04, 0.06, -0.67)  0.38
H (1.12, 1.28, 1.82)  0.08
H (0.56, -1.10, 1.92)  0.28


Stability, highest: run A